Density functional theory data (the ωB97M-V functional and the def2-TZVPD basis) for C58H74BrHgN5S3SbSi3 as an isolated structure.

Last column: Löwdin spin population.
Element x y z (Å)
Hg 0.8548 0.9631 -0.3917  0.000
N 1.4499 -0.0626 1.6739  0.000
S 0.7041 -0.0816 2.9290  0.001
N -0.7476 -0.6898 3.1775  0.001
S -2.1064 -0.0777 2.4875  0.002
N -1.8169 0.7526 1.1375  0.001
S -1.9542 -0.2728 -0.2069  0.001
N -0.9356 0.1769 -1.2881  0.000
C -3.5644 0.2916 -0.8558  0.003
C -4.2583 1.3685 -0.3296  0.001
C -5.4800 1.7394 -0.8783  0.000
C -6.0126 1.0265 -1.9443  0.000
C -5.3174 -0.0596 -2.4639  0.000
C -4.0960 -0.4266 -1.9190  0.001
C -4.0566 -3.2695 1.2469  0.110
C -2.9945 -4.1711 1.5757  0.079
C -2.4334 -5.0087 0.6385  0.023
C -2.8675 -5.0221 -0.6966  0.144
C -3.9040 -4.1419 -1.0458  0.024
C -4.4808 -3.3052 -0.1197  0.077
C -2.5179 1.2774 3.6027  0.002
C -2.6616 2.5846 3.1741  0.000
C -3.0263 3.5652 4.0899  0.001
C -3.2601 3.2338 5.4159  0.001
C -3.1283 1.9141 5.8330  0.001
C -2.7602 0.9350 4.9266  0.002
C -4.6682 -2.4102 2.2094  0.112
C -4.4572 -2.5516 3.6196  0.081
C -5.0056 -1.6777 4.5332  0.022
C -5.8009 -0.5949 4.1333  0.145
C -6.0355 -0.4452 2.7565  0.026
C -5.5105 -1.3195 1.8320  0.077
C 0.7041 1.5568 3.7314  0.000
C 0.6285 1.7417 5.1047  0.000
C 0.6661 3.0260 5.6299  0.000
C 0.7675 4.1234 4.7843  0.000
C 0.8357 3.9318 3.4112  0.000
C 0.8104 2.6487 2.8858  0.000
C 1.5807 -1.0503 4.1777  0.000
C 0.9504 -1.7121 5.2200  0.000
C 1.7144 -2.4503 6.1152  0.000
C 3.0927 -2.5252 5.9616  0.000
C 3.7112 -1.8731 4.9023  0.000
C 2.9521 -1.1384 4.0025  0.000
H -3.8413 1.8923 0.5200  0.000
H -6.0260 2.5768 -0.4586  0.000
H -6.9729 1.3064 -2.3619  0.000
H -5.7345 -0.6281 -3.2875  0.000
H -3.5538 -1.2838 -2.3011  0.001
H -2.5758 -4.1632 2.5743  0.008
H -1.6238 -5.6639 0.9482  -0.001
H -2.4286 -5.6869 -1.4314  0.013
H -4.2708 -4.1243 -2.0690  -0.001
H -5.2951 -2.6680 -0.4384  0.008
H -2.4582 2.8147 2.1359  0.000
H -3.1210 4.5935 3.7610  0.000
H -3.5472 4.0013 6.1253  0.000
H -3.3229 1.6458 6.8646  0.000
H -2.6698 -0.1008 5.2311  0.001
H -3.8617 -3.3770 3.9906  0.011
H -4.8099 -1.8393 5.5908  -0.001
H -6.2007 0.1080 4.8535  0.013
H -6.6285 0.3918 2.3987  -0.001
H -5.6838 -1.1153 0.7825  0.006
H 0.5387 0.8891 5.7660  0.000
H 0.6072 3.1682 6.7026  0.000
H 0.7931 5.1253 5.1968  0.000
H 0.9264 4.7775 2.7399  0.000
H 0.9017 2.4897 1.8206  0.000
H -0.1276 -1.6593 5.2980  0.000
H 1.2288 -2.9771 6.9278  0.000
H 3.6842 -3.1051 6.6605  0.000
H 4.7840 -1.9451 4.7694  0.000
H 3.3898 -0.6468 3.1414  0.000
C 0.7699 -4.8105 -0.9652  0.002
C 1.7588 -3.6902 -0.8351  0.000
C 3.1174 -3.9272 -0.6401  0.000
C 4.0027 -2.8701 -0.5253  0.000
C 3.4698 -1.5949 -0.6354  0.000
Br 4.5992 -0.0694 -0.4979  0.000
N 2.2051 -1.3431 -0.8339  0.000
C 1.3545 -2.3627 -0.9095  0.000
H 1.0798 -5.5168 -1.7394  0.000
H -0.2186 -4.4245 -1.2115  0.002
H 0.6784 -5.3612 -0.0268  0.000
H 3.4823 -4.9469 -0.5708  0.000
H 5.0604 -3.0168 -0.3599  0.000
H 0.3067 -2.0945 -1.0312  0.000
C 6.2165 3.1363 1.8210  0.000
C 4.7767 3.2717 2.3338  0.000
C 4.6217 4.6101 3.0668  0.000
C 4.4782 2.1207 3.3069  0.000
C 3.8462 3.2007 1.1937  0.000
C 3.0638 3.0020 0.2961  0.000
H 6.9203 3.1678 2.6587  0.000
H 6.4569 3.9459 1.1292  0.000
H 6.3447 2.1881 1.2961  0.000
H 5.3130 4.6575 3.9141  0.000
H 3.6046 4.7184 3.4452  0.000
H 4.8332 5.4439 2.3943  0.000
H 5.1801 2.1403 4.1477  0.000
H 4.5664 1.1640 2.7900  0.000
H 3.4610 2.1954 3.6959  0.000
C 3.8574 2.1943 -5.4784  0.000
Si 3.2516 0.4140 -5.6107  0.000
C 2.9024 0.0606 -7.4334  0.000
C 4.6704 -0.7141 -5.0947  0.000
Sb 1.4104 0.1261 -3.8826  0.000
Si 0.2651 -1.9882 -4.7376  0.000
C -1.2143 -2.3327 -3.6463  0.000
C 1.5126 -3.3962 -4.6219  0.000
C -0.3055 -1.8940 -6.5348  0.000
Si -0.3167 1.7916 -4.7523  0.000
C -2.0310 1.1644 -4.3624  0.000
C -0.1731 2.1416 -6.6056  0.000
C -0.0336 3.3931 -3.8186  0.000
H 4.7359 2.3623 -6.1097  0.000
H 4.1276 2.4273 -4.4458  0.000
H 3.0796 2.8984 -5.7850  0.000
H 3.8014 0.2699 -8.0242  0.000
H 2.0885 0.6754 -7.8219  0.000
H 2.6408 -0.9888 -7.5857  0.000
H 5.5402 -0.5722 -5.7446  0.000
H 4.3785 -1.7661 -5.1407  0.000
H 4.9688 -0.4986 -4.0655  0.000
H -1.1254 -1.8165 -2.6852  0.000
H -1.3473 -3.4056 -3.4754  0.000
H -2.1257 -1.9536 -4.1171  0.000
H 1.8670 -3.5174 -3.5945  0.000
H 2.3796 -3.2212 -5.2642  0.000
H 1.0428 -4.3354 -4.9324  0.000
H -1.0226 -1.0819 -6.6732  0.000
H -0.8053 -2.8312 -6.8042  0.000
H 0.5247 -1.7371 -7.2257  0.000
H -2.3430 0.3520 -5.0235  0.000
H -2.7595 1.9766 -4.4573  0.000
H -2.0345 0.8123 -3.3256  0.000
H -0.1615 1.2228 -7.1948  0.000
H 0.7281 2.7142 -6.8407  0.000
H -1.0387 2.7351 -6.9209  0.000
H -0.2456 3.2196 -2.7597  0.000
H -0.7072 4.1755 -4.1831  0.000
H 0.9950 3.7505 -3.9067  0.000
C 2.0858 2.7445 -0.7344  0.000
H 2.5463 2.6070 -1.7136  0.000
H 1.3764 3.5720 -0.8039  0.000

The value obtained for the total energy is -205687.477 eV. For the frontier orbital gap (spin up / spin down), the calculation gives 2.55 / 5.57 eV. Its relative energy (zero: lowest compared OMol25 entry of this formula, charge and spin) is 0.000 eV. The highest occupied orbital energy (spin up / spin down) comes out at 1.27 / -1.75 eV. Its total charge is -2. Its spin multiplicity is 2.